# 1
# C8H38O13

A 14-piece molecular cluster, C8H38O13 overall (ωB97M-V/def2-TZVPD, the OMol25 dataset).

Output
Total charge: 0
Highest occupied orbital energy: -0.314 Ha

Bonds (Å) are listed after each position.
Element x y z (Å)
1 C 1.1592 3.0558 -1.6783  C2 1.587, H9 1.075, H10 1.145, H11 1.184
2 C -0.2397 3.1142 -0.9322  C1 1.587, C3 1.347, C5 1.563
3 C -1.2986 3.9156 -1.1563  C2 1.347, H12 1.071, H13 1.197
4 C -0.9186 0.7532 -0.1396  C5 1.365, C8 1.439, H14 1.120
5 C -0.5644 2.0380 0.1535  C2 1.563, C4 1.365, C6 1.519
6 C -0.3455 2.3763 1.6178  C5 1.519, H15 0.997, H16 1.167, H17 1.060
7 C -1.4177 -1.4546 0.7263  C8 1.321, H18 1.050, H19 1.074
8 C -1.1277 -0.1825 0.9330  C4 1.439, C7 1.321, H20 1.069
9 H 1.4777 2.0381 -1.8135  C1 1.075
10 H 1.4372 3.7336 -2.5581  C1 1.145
11 H 1.9925 3.6375 -1.0716  C1 1.184
12 H -2.1494 4.0431 -0.5178  C3 1.071
13 H -1.4093 4.7820 -1.9741  C3 1.197
14 H -1.0430 0.5530 -1.2346  C4 1.120
15 H 0.1280 1.5467 1.9028  C6 0.997
16 H -1.3627 2.5523 2.1620  C6 1.167
17 H 0.2749 3.2305 1.7180  C6 1.060
18 H -1.3960 -2.0845 -0.1131  C7 1.050
19 H -1.7469 -2.0004 1.5908  C7 1.074
20 H -1.0887 0.2368 1.9161  C8 1.069
21 H 1.8811 1.4388 3.1401  O23 0.951
22 H 1.9137 2.7874 4.2445  O23 1.031
23 O 1.5567 1.8766 3.9200  H21 0.951, H22 1.031
24 H 2.4010 -3.0546 0.3559  O26 0.937
25 H 3.5002 -3.0148 -0.7519  O26 0.994
26 O 3.2969 -3.2700 0.1870  H24 0.937, H25 0.994
27 H 1.1030 -5.1308 -0.9957  O29 0.907
28 H 0.2380 -4.5310 0.1314  O29 0.928
29 O 0.6173 -4.4211 -0.7085  H27 0.907, H28 0.928
30 H 1.2283 -2.3182 -2.9020  O32 0.969
31 H 1.0508 -2.8529 -1.3746  O32 0.982
32 O 1.5821 -2.3137 -1.9995  H30 0.969, H31 0.982
33 H 3.6172 -3.8959 2.1757  O35 1.054
34 H 3.5509 -2.8924 3.3986  O35 0.897
35 O 3.0241 -3.2624 2.7740  H33 1.054, H34 0.897
36 H 4.8479 2.2439 2.1677  O38 0.988
37 H 3.4716 2.2423 1.4722  O38 0.996
38 O 4.1541 2.8674 1.8411  H36 0.988, H37 0.996
39 H -1.5423 -1.7026 -2.8979  O41 0.805
40 H -3.0392 -2.1598 -2.7563  O41 0.925
41 O -2.1424 -2.2341 -2.9712  H39 0.805, H40 0.925
42 H -4.5137 -2.3177 -1.3709  O44 1.086
43 H -3.7716 -3.7029 -1.4005  O44 0.902
44 O -4.4559 -3.3006 -1.8288  H42 1.086, H43 0.902
45 H -4.4153 0.2215 -0.8047  O47 0.882
46 H -4.9491 -1.0988 -0.9028  O47 0.914
47 O -4.4863 -0.5329 -0.3538  H45 0.882, H46 0.914
48 H 2.6549 -0.9203 5.0993  O50 0.994
49 H 2.4025 0.4097 4.7874  O50 0.940
50 O 3.1830 -0.0965 4.9250  H48 0.994, H49 0.940
51 H 4.0583 -0.3596 0.1247  O53 0.958
52 H 3.9520 -1.0526 1.5845  O53 0.984
53 O 3.9936 -0.2153 1.0699  H51 0.958, H52 0.984
54 H -4.0140 1.4846 -3.8115  O56 0.932
55 H -2.8280 1.4605 -2.9728  O56 0.980
56 O -3.5454 0.8720 -3.2879  H54 0.932, H55 0.980
57 H -3.4148 3.2152 -2.4210  O59 0.935
58 H -2.5554 3.9901 -3.3700  O59 0.953
59 O -3.4558 3.7240 -3.2049  H57 0.935, H58 0.953

***

# 2
# C8H4

One molecule with the formula C8H4 (ωB97M-V/def2-TZVPD, the OMol25 dataset).

Output
Total charge: 0
Highest occupied orbital energy: -0.317 Ha

Bonds (Å) are listed after each position.
Element x y z (Å)
1 C 2.2354 -0.4895 0.0188  C2 1.446, C3 1.493, C5 1.437
2 C 1.0628 -1.3293 0.1189  C1 1.446, C6 1.320
3 C 1.7180 0.9100 0.0701  C1 1.493, C4 1.253, C5 1.594
4 C 0.4814 1.1100 0.0418  C3 1.253, C7 1.433
5 C 3.2545 0.5175 -0.0912  C1 1.437, C3 1.594
6 C -0.2146 -1.6587 0.1545  C2 1.320, C8 1.399
7 C -0.9182 0.8160 0.1313  C4 1.433, C8 1.639, H9 1.106, H10 1.066
8 C -1.2551 -0.7665 -0.1278  C6 1.399, C7 1.639, H11 1.035, H12 1.128
9 H -1.1507 1.1976 1.1433  C7 1.106
10 H -1.4076 1.3919 -0.6200  C7 1.066
11 H -1.4976 -0.9595 -1.1154  C8 1.035
12 H -2.3084 -0.7395 0.2756  C8 1.128

***

no.,E_LUMO (eV),strongest force on any atom (hartree/bohr)
1,0.1,0.2684
2,-0.8,0.1653